Entry 1:
The following is a quantum chemistry calculation of an isolated ion of composition C21H40BN4O7 and charge +1 in a non-equilibrium geometry, from the Open Molecules 2025 dataset.

Last column: Mulliken charge in e.
CARTESIAN COORDINATES (ANGSTROEM)
C (2.0436, -4.1888, 0.3701)  -0.717
C (2.3708, -3.2808, -0.9579)  -0.362
B (2.8941, -1.7390, -0.5616)  0.440
O (4.3270, -1.3824, -0.6838)  -0.662
C (1.7497, -0.6324, -0.0222)  -0.427
C (2.1562, -0.3293, 1.5345)  -1.193
C (0.8916, -0.1177, 2.5578)  0.771
C (1.5230, -0.0586, 4.1037)  -0.697
C (1.2706, 1.3762, 4.8562)  -0.259
O (-0.0774, 1.4722, 5.4843)  -0.337
C (-0.8407, 2.3581, 4.5574)  0.282
O (-0.8191, 3.6978, 4.5985)  -0.473
O (0.4827, -1.3790, -0.0111)  0.029
C (-0.5752, -0.7347, -0.7935)  0.981
C (-1.8335, -1.8374, -0.8381)  -0.893
C (-2.8474, -1.7229, 0.4431)  -0.185
C (-4.3940, -2.1018, -0.0640)  -0.500
C (-5.4159, -0.8573, 0.2966)  -0.402
O (-6.1245, -1.2074, 1.5382)  -0.352
C (-5.2702, -0.9296, 2.7082)  0.232
O (-4.9030, 0.3258, 2.9793)  -0.477
N (-0.2460, -0.4550, -2.2430)  -0.152
C (1.0961, 0.3085, -2.2789)  -0.693
N (1.5257, 0.6727, -3.5377)  0.621
C (2.8536, 1.3788, -3.6934)  -0.832
C (0.7467, 0.3970, -4.8340)  -0.633
C (-0.4363, 1.5660, -5.0004)  -0.292
O (-0.1269, 2.7987, -4.2315)  -0.531
N (1.7726, 0.4925, -0.9745)  1.425
N (2.0942, 1.7220, -0.5629)  -1.168
C (1.1082, 2.4775, -0.0090)  0.668
C (-0.3583, 2.8613, -0.6160)  -0.609
C (1.4741, 3.1624, 1.4740)  -0.748
H (0.9823, -4.7269, 0.2701)  0.257
H (1.9326, -3.4617, 1.3030)  0.136
H (2.8159, -5.0562, 0.5597)  0.285
H (1.3760, -3.2481, -1.5969)  0.061
H (3.1664, -3.8385, -1.6176)  0.420
H (4.8261, -2.2305, -0.4962)  0.326
H (2.9414, 0.5557, 1.6528)  0.092
H (2.7338, -1.2995, 1.9224)  0.518
H (0.2292, 0.8175, 2.3221)  -0.378
H (0.1682, -1.0602, 2.5674)  0.164
H (1.0548, -0.8996, 4.7732)  0.326
H (2.6731, -0.2631, 4.0055)  0.348
H (2.1116, 1.5057, 5.6689)  0.298
H (1.3560, 2.2863, 4.1192)  0.116
H (-1.5082, 1.8822, 3.6900)  0.283
H (-0.9951, 0.1804, -0.1933)  -0.614
H (-1.2916, -2.8987, -0.9001)  0.061
H (-2.4298, -1.7496, -1.8677)  0.397
H (-2.7623, -0.6426, 0.8844)  0.101
H (-2.5294, -2.5786, 1.2103)  0.285
H (-4.4592, -2.2728, -1.2298)  0.371
H (-4.7402, -3.1315, 0.4312)  0.303
H (-6.1209, -0.6856, -0.6343)  0.285
H (-4.7483, 0.1094, 0.3825)  0.293
H (-4.9797, -1.8378, 3.4027)  0.317
H (-0.9714, 0.2420, -2.5889)  0.218
H (3.2468, 1.3728, -4.8176)  0.352
H (3.7000, 0.9171, -2.9940)  0.274
H (2.7508, 2.5040, -3.3879)  0.282
H (1.4613, 0.5517, -5.7649)  0.432
H (0.2999, -0.6857, -4.8782)  0.262
H (-1.4569, 1.1133, -4.5873)  0.280
H (-0.5472, 1.9058, -6.1233)  0.362
H (-0.8978, 3.4516, -4.3490)  0.325
H (-0.5015, 4.0286, -0.5424)  0.430
H (-0.5899, 2.4523, -1.6872)  -0.001
H (-1.1650, 2.3960, 0.1309)  0.130
H (0.5461, 3.2099, 2.1907)  0.106
H (1.7783, 4.2875, 1.2173)  0.435
H (2.4317, 2.6846, 1.9639)  0.207

The value obtained for the total energy is -1593.98391 hartree. For the lowest unoccupied orbital energy, the calculation gives -3.420 eV. The total charge is +1. The calculation puts the HOMO-LUMO gap at 8.170 eV. The SMILES is CCB(O)[C@]1(CCCCOC=O)O[C@H](CCCCOC=O)NC(N(C)CCO)=[N+]1N=C(C)C. The HOMO energy comes out at -11.590 eV.

Entry 2:
The following is a quantum chemistry calculation of C26H65MnO13 as an isolated structure in a non-equilibrium geometry, from the Open Molecules 2025 dataset.

Last column: Mulliken spin population.
CARTESIAN COORDINATES (ANGSTROEM)
Mn (-1.6202, 4.3257, -0.4041)  4.815
C (0.5535, 0.9303, 1.2016)  0.011
C (0.1951, 1.5471, -0.1419)  -0.038
O (-0.5015, 2.7399, -0.0800)  0.142
H (-0.3497, 0.4988, 1.6501)  -0.005
H (0.9652, 1.6297, 1.9345)  0.001
H (1.2181, 0.0650, 1.1649)  -0.001
H (-0.3625, 0.7383, -0.6382)  0.013
H (1.0955, 1.6771, -0.7596)  0.014
C (-6.2444, 2.7612, -3.6432)  0.000
O (-5.6119, 2.1561, -2.5330)  0.000
C (-5.8114, 0.7358, -2.6084)  0.000
C (-4.6354, 0.0521, -1.9147)  0.000
O (-4.1671, 0.8533, -0.8513)  0.001
C (-3.1772, 0.1899, -0.1044)  0.003
H (-7.3120, 2.5282, -3.5958)  0.000
H (-5.8480, 2.4793, -4.6258)  0.000
H (-6.0980, 3.8424, -3.6405)  0.000
H (-5.9452, 0.3489, -3.6175)  0.000
H (-6.7207, 0.6173, -2.0046)  0.000
H (-3.8484, 0.0689, -2.6817)  0.000
H (-4.8565, -0.9652, -1.5863)  0.000
H (-2.4561, -0.4300, -0.6481)  -0.002
H (-3.6563, -0.5613, 0.5437)  -0.001
H (-2.6636, 0.8350, 0.6077)  0.000
C (4.6111, 4.3087, -3.0622)  0.000
O (3.3320, 4.2256, -3.6426)  0.000
C (2.5328, 3.1482, -3.2221)  0.001
C (2.9714, 1.7602, -3.6593)  0.000
O (4.1359, 1.3507, -2.9824)  0.000
C (4.0399, 0.9330, -1.6583)  0.000
H (4.5846, 4.1781, -1.9730)  0.000
H (5.0363, 5.2945, -3.2577)  0.000
H (5.3563, 3.6102, -3.4494)  0.000
H (1.5790, 3.3927, -3.7011)  0.000
H (2.3294, 3.0915, -2.1414)  -0.001
H (3.1047, 1.7715, -4.7421)  0.000
H (2.1888, 1.0119, -3.4713)  0.000
H (3.8925, 1.7433, -0.9352)  0.000
H (5.0113, 0.5018, -1.3964)  0.000
H (3.3825, 0.0749, -1.4627)  0.000
C (1.2559, -2.0197, 4.2559)  0.000
O (0.5318, -1.3913, 5.2606)  0.000
C (-0.2444, -0.3183, 4.8058)  0.000
C (-1.4759, -0.7352, 4.0024)  0.000
O (-2.2907, -1.3995, 4.9547)  0.000
C (-3.4794, -1.8885, 4.3593)  0.000
H (0.6141, -2.4104, 3.4503)  0.000
H (1.8213, -2.8962, 4.5567)  0.000
H (1.8901, -1.3428, 3.6614)  0.000
H (0.4022, 0.3028, 4.1636)  0.000
H (-0.5937, 0.2860, 5.6402)  0.000
H (-1.2114, -1.4272, 3.1944)  0.000
H (-2.0528, 0.1077, 3.5984)  0.000
H (-4.1215, -1.0270, 4.1257)  0.000
H (-3.9754, -2.6073, 5.0018)  0.000
H (-3.2559, -2.3291, 3.3788)  0.000
C (2.6391, -2.9033, 1.3842)  0.000
O (1.9602, -4.0126, 1.9321)  0.000
C (2.7964, -4.9178, 2.6232)  0.000
C (3.7942, -5.7265, 1.8227)  0.000
O (4.6872, -4.8565, 1.1553)  0.000
C (5.4473, -5.5245, 0.1673)  0.000
H (1.9412, -2.1367, 1.0352)  0.001
H (3.2230, -3.1663, 0.5031)  0.000
H (3.2780, -2.4574, 2.1537)  0.000
H (2.1213, -5.6639, 3.0565)  0.000
H (3.2153, -4.4391, 3.5170)  0.000
H (3.2575, -6.3354, 1.0829)  0.000
H (4.3523, -6.4254, 2.4579)  0.000
H (6.0727, -4.8067, -0.3568)  0.000
H (4.8123, -6.0299, -0.5683)  0.000
H (6.0725, -6.2663, 0.6759)  0.000
C (0.0808, 5.9668, -2.9731)  -0.001
O (0.0540, 5.3962, -1.6725)  0.019
C (0.9908, 5.9469, -0.7658)  -0.022
C (0.9639, 5.3199, 0.5990)  0.012
O (-0.3756, 5.2698, 1.0777)  0.027
C (-0.5490, 4.6157, 2.3610)  -0.009
H (-0.2872, 6.9978, -2.9165)  -0.001
H (-0.6289, 5.4386, -3.6082)  0.000
H (1.0559, 5.9539, -3.4610)  0.003
H (0.6361, 6.9804, -0.6053)  -0.003
H (1.9955, 6.0477, -1.1789)  0.002
H (1.6964, 5.8412, 1.2198)  0.002
H (1.3746, 4.3053, 0.4931)  -0.001
H (-0.5522, 3.5428, 2.1691)  0.020
H (-1.5206, 4.9322, 2.7390)  -0.003
H (0.2154, 4.9464, 3.0603)  0.001
C (-1.4401, -4.3915, -2.7341)  0.000
O (-1.4953, -3.1350, -2.1195)  0.000
C (-0.7242, -3.0302, -0.9445)  -0.001
C (-1.2395, -3.7589, 0.2901)  0.000
O (-2.4257, -3.1681, 0.7553)  0.000
C (-3.6323, -3.7050, 0.2285)  0.000
H (-0.4092, -4.7754, -2.8027)  0.000
H (-1.8364, -4.3801, -3.7458)  0.000
H (-1.9410, -5.1706, -2.1421)  0.000
H (-0.4647, -1.9768, -0.8047)  0.000
H (0.2969, -3.4099, -1.1417)  0.000
H (-0.3900, -3.6682, 0.9733)  0.000
H (-1.3610, -4.8227, 0.0661)  0.000
H (-4.4283, -3.3208, 0.8624)  0.000
H (-3.6452, -4.7958, 0.1830)  0.000
H (-3.7285, -3.2885, -0.7794)  0.000

The calculation puts the energy above the lowest of the compared OMol25 structures with the same formula, charge and spin at 327.38 kJ/mol. The value obtained for the total energy is -3158.18647 hartree. For the lowest unoccupied orbital energy (spin up / spin down), the calculation gives -4.732 / -4.745 eV. The expectation value of S² is 8.755. The total charge is +1. The calculation puts the HOMO-LUMO gap (spin up / spin down) at 6.241 / 6.227 eV. As for the multiplicity: 6. The HOMO energy (spin up / spin down) comes out at -10.973 / -10.973 eV.

Entry 3:
The following is a quantum chemistry calculation of the molecule C6H9N in a non-equilibrium geometry, from the Open Molecules 2025 dataset.

Last column: natural (NBO) charge in e.
CARTESIAN COORDINATES (ANGSTROEM)
C (-3.3275, -1.3459, -0.4268)  -0.296
C (-2.2345, -0.5472, -0.4623)  -0.408
C (-1.0025, -0.3395, 0.1978)  0.164
C (0.1973, 0.1291, -0.5456)  -0.561
C (1.0881, 1.0616, 0.2624)  -0.071
C (2.1067, 0.5634, 1.2081)  -0.257
N (2.5031, 1.0880, -0.1008)  -0.596
H (-4.2472, -0.9295, -0.8358)  0.192
H (-3.3548, -2.3926, -0.1483)  0.194
H (-2.4736, 0.2009, -1.2224)  0.230
H (0.0340, 0.5509, -1.5529)  0.210
H (0.7692, -0.8033, -0.7100)  0.264
H (0.6246, 2.0145, 0.5196)  0.192
H (2.2451, -0.5076, 1.3371)  0.197
H (2.3182, 1.1552, 2.0973)  0.195
H (2.8915, 2.0227, -0.0064)  0.352

The calculation puts the energy above the lowest of the compared OMol25 structures with the same formula, charge and spin at 561.68 kJ/mol. The value obtained for the total energy is -288.56811 hartree. For the lowest unoccupied orbital energy (spin up / spin down), the calculation gives -0.629 / -0.476 eV. The calculation puts the HOMO-LUMO gap (spin up / spin down) at 7.766 / 7.482 eV. The HOMO energy (spin up / spin down) comes out at -8.395 / -7.958 eV.